(1)
ORCA calculation (ωB97M-V/def2-TZVPD) on a 3-piece molecular cluster, C5H9NO2 overall in a non-equilibrium geometry.

XYZ file:
```
17
Properties=species:S:1:pos:R:3:forces:R:3:mulliken_charge:R:1
C 2.28060 -0.17560 0.13054 -0.7 -0.2 -1.1 -0.250
C 0.45346 0.70242 -1.63083 -2.6 0.1 -0.3 0.183
O 1.68584 -0.67210 -0.81554 1.2 -0.5 1.5 -0.363
O 0.78557 1.74216 -1.11151 -0.1 0.0 0.2 -0.579
H 0.75032 0.43047 -2.65981 0.4 -0.2 0.2 0.300
H 2.17925 0.91028 0.31336 0.0 -0.2 0.0 0.311
H 0.31693 -0.59804 1.77828 -0.2 0.0 0.0 0.157
H 2.89844 -0.78938 0.79952 0.0 0.0 -0.1 0.338
C -0.94973 -0.05957 -1.26658 1.7 1.5 -0.8 -0.028
C -0.44111 0.18092 1.76425 0.1 -0.1 0.6 -0.402
C -1.72625 -0.10651 1.87803 0.1 0.0 -0.4 -0.524
N -1.31445 -1.17304 -1.69825 -0.2 -0.8 0.1 -0.624
H -0.58284 -1.72232 -2.15510 0.1 0.3 0.0 0.260
H -1.68274 0.59431 -0.79962 0.1 0.0 0.2 0.428
H -0.08884 1.19912 1.74963 0.0 0.2 -0.2 0.229
H -2.08037 -1.12421 1.89281 0.0 -0.2 0.1 0.262
H -2.48407 0.66108 1.83084 0.0 0.1 0.2 0.303
```
Forces are in eV/Å.

Results
LUMO   -0.02 eV
HOMO energy   -8.9 eV
Structure (SMILES)   [H]/N=C\C=O.C=C.C=O
ΔE to the lowest compared entry with this formula, charge and spin   97.3 kcal per mole
M   115.13 Da
HOMO-LUMO gap   0.328 Eh



(2)
ORCA calculation (ωB97M-V/def2-TZVPD) on one molecule with the formula C5H9NO2 in a non-equilibrium geometry.

XYZ file:
```
17
Properties=species:S:1:pos:R:3:forces:R:3:mulliken_charge:R:1
O 0.34872 -2.30353 -2.01758 0.4 1.2 -0.4 -0.614
C 0.22047 -1.28453 -1.34337 -2.0 -1.9 1.2 0.542
N 0.85686 -0.13685 -1.34505 1.5 1.6 -0.5 -0.555
C 0.91022 0.82244 -0.34626 -2.2 -2.2 0.1 -0.328
C -0.29858 1.54791 0.20795 2.5 0.9 -1.3 -0.190
C -0.23590 1.94475 1.60243 -1.3 -1.4 3.4 -0.415
O -0.64443 0.73994 2.49858 0.5 0.9 -2.0 -0.481
C -0.78552 -1.42147 -0.14995 0.8 1.3 0.4 -0.794
H -1.35955 0.36628 1.96165 0.0 -0.4 0.6 0.325
H 1.45605 0.43988 0.52133 0.5 0.1 0.2 0.384
H 1.52472 1.62764 -0.78674 -0.1 0.8 0.3 0.348
H 0.70280 2.20833 2.08453 0.6 -0.1 -0.8 0.324
H -0.94441 2.10615 -0.46377 -0.5 -0.6 0.0 0.346
H -0.94908 2.63762 2.01334 -0.3 0.9 -0.9 0.304
H -1.33760 -0.49566 0.07279 -0.3 -0.1 -0.2 0.116
H -1.50240 -2.20344 -0.29256 -0.1 -0.5 -0.1 0.377
H -0.15795 -1.52912 0.73647 -0.2 -0.5 0.1 0.310
```
Forces are in eV/Å.

Results
LUMO   -3.37 eV
HOMO energy   -8.3 eV
ΔE to the lowest compared entry with this formula, charge and spin   153.3 kcal per mole
M   115.13 Da
HOMO-LUMO gap   0.183 Eh



(3)
ORCA calculation (ωB97M-V/def2-TZVPD) on one molecule with the formula C5H9NO2 in a non-equilibrium geometry.

XYZ file:
```
17
Properties=species:S:1:pos:R:3:forces:R:3:mulliken_charge:R:1
C -1.48236 -0.11548 -0.16260 1.6 2.2 1.7 0.647
C 1.87212 -0.59965 0.73962 3.0 -2.9 -1.6 -0.531
C 1.10064 -0.16586 -0.35518 -5.5 1.9 -0.7 -0.035
C -1.32915 -1.60124 -0.26912 0.0 0.0 -1.8 -1.027
C -0.24216 2.04252 -0.01961 -1.7 -0.9 2.3 -1.102
N -0.23716 0.56996 0.00121 1.0 -1.3 -1.3 0.075
O -2.50282 0.50886 0.07844 0.1 -0.9 -0.9 -0.613
O 2.18679 0.58112 -0.02380 0.8 0.3 -0.1 -0.441
H 1.72523 -0.54553 1.78620 -0.6 0.4 0.7 0.316
H 2.51361 -1.45840 0.33793 -0.4 1.0 1.4 0.208
H 0.94460 -0.70314 -1.33015 1.0 0.6 0.9 0.513
H -2.27547 -2.10085 -0.55023 0.7 0.2 0.3 0.301
H -0.46224 -1.90112 -0.90080 -1.1 0.2 -0.2 0.291
H -0.93766 -1.87124 0.66751 -0.1 -0.7 1.7 0.316
H 0.61928 2.48547 -0.37029 2.1 0.4 -1.0 0.453
H -1.06049 2.34495 -0.60654 -1.1 0.5 -0.9 0.392
H -0.43276 2.52963 0.97741 0.2 -0.9 -0.6 0.240
```
Forces are in eV/Å.

Results
LUMO   0.71 eV
HOMO energy   -9.2 eV
Structure (SMILES)   CC(=O)N(C)[C@@H]1CO1
ΔE to the lowest compared entry with this formula, charge and spin   65.2 kcal per mole
M   115.13 Da
HOMO-LUMO gap   0.363 Eh



(4)
ORCA calculation (ωB97M-V/def2-TZVPD) on a 2-piece molecular cluster, C5H9NO2 overall in a non-equilibrium geometry.

XYZ file:
```
17
Properties=species:S:1:pos:R:3:forces:R:3:mulliken_charge:R:1
O -1.42466 1.34775 -0.16797 -0.1 0.1 -0.2 -0.715
C -1.78270 0.16452 -0.11461 -0.2 0.2 0.2 0.813
O -1.00627 -0.80971 0.18752 0.4 -0.6 -0.2 -0.790
C -3.23478 -0.19477 -0.39213 0.1 0.1 0.4 -1.028
H -3.36356 -0.57946 -1.40391 0.1 0.1 0.0 0.236
H -3.54785 -0.97082 0.30397 -0.1 0.0 0.0 0.307
H -3.83170 0.70408 -0.25211 -0.1 -0.1 -0.1 0.295
C 2.42295 -0.08475 0.52192 0.2 0.1 0.0 0.076
C 2.48375 -0.97993 1.49471 -0.1 -0.5 -0.4 -0.750
C 1.17519 1.05434 -1.09376 -0.1 0.1 -0.1 -0.136
N 1.23498 0.15232 -0.20732 1.3 0.0 0.2 0.116
H 3.25282 0.55968 0.25157 0.1 -0.1 0.0 0.249
H 1.62924 -1.60494 1.72695 0.0 0.1 0.0 0.266
H 3.41313 -1.21362 1.99160 0.0 0.3 0.1 0.272
H 0.20932 1.30498 -1.51348 0.0 -0.2 -0.1 0.257
H 2.06510 1.60666 -1.38014 0.0 0.1 0.1 0.226
H 0.30504 -0.45630 0.04720 -1.5 0.5 0.1 0.307
```
Forces are in eV/Å.

Results
LUMO   -0.44 eV
HOMO energy   -8.9 eV
ΔE to the lowest compared entry with this formula, charge and spin   44.5 kcal per mole
M   115.13 Da
HOMO-LUMO gap   0.310 Eh



(5)
ORCA calculation (ωB97M-V/def2-TZVPD) on a 2-piece molecular cluster, C5H9NO2 overall in a non-equilibrium geometry.

XYZ file:
```
17
Properties=species:S:1:pos:R:3:forces:R:3:mulliken_charge:R:1
C -1.86509 -0.32177 1.00086 0.3 -0.1 0.2 -1.144
C -1.07671 0.05159 -0.21124 -0.1 1.1 0.1 0.660
C -0.60036 1.59098 -0.26778 -3.4 -1.5 -1.0 -0.135
N -0.88037 -0.61678 -1.26610 0.4 0.3 0.0 -0.676
O -1.13321 2.40764 0.43987 1.0 -0.2 0.1 -0.485
H -1.24736 -1.56908 -1.22454 -0.2 0.2 0.1 0.237
H -0.25655 1.79786 -1.29513 0.9 0.3 0.2 0.467
H -1.22802 -0.22858 1.88076 0.0 0.1 0.0 0.272
H -2.69896 0.36699 1.12505 0.0 0.0 0.0 0.286
H -2.22685 -1.34769 0.95039 0.0 0.0 -0.1 0.405
C 2.20375 -0.59458 -0.65114 -0.3 -0.5 -0.1 -1.096
C 1.45161 0.00171 0.49240 0.7 2.1 -0.2 0.525
O 1.21573 -0.48631 1.55793 -0.1 -0.1 -0.1 -0.500
H 1.18840 1.15264 0.28066 0.6 -1.8 0.6 0.197
H 1.68355 -0.36788 -1.58012 0.0 0.1 0.0 0.336
H 3.20175 -0.16259 -0.69576 0.1 0.1 0.1 0.352
H 2.26870 -1.67415 -0.53610 0.1 0.0 0.0 0.299
```
Forces are in eV/Å.

Results
LUMO   0.06 eV
HOMO energy   -9.8 eV
Structure (SMILES)   [H]/N=C(\C)C=O.CC=O
ΔE to the lowest compared entry with this formula, charge and spin   58.6 kcal per mole
M   115.13 Da
HOMO-LUMO gap   0.361 Eh



(6)
ORCA calculation (ωB97M-V/def2-TZVPD) on C5H9NO2 as an isolated structure in a non-equilibrium geometry.

XYZ file:
```
17
Properties=species:S:1:pos:R:3:forces:R:3:mulliken_charge:R:1
C -0.57792 0.17381 -0.26344 4.9 0.1 1.2 0.245
C 1.04321 -0.75179 -0.00453 -1.1 0.6 -0.4 -0.010
C -0.07074 -0.73002 0.92157 -1.0 0.3 -1.1 -0.667
C 2.27151 0.04907 0.21936 -0.1 0.7 0.0 -1.196
N -0.32549 1.55188 -0.18728 -0.1 0.1 0.3 -0.476
C -2.37559 -0.42651 -0.58933 -1.6 -1.8 -3.0 0.176
O -1.16353 -0.29209 -1.43062 -2.0 -1.5 2.1 -0.405
O -2.72366 -1.33807 0.12190 1.0 0.9 -0.5 -0.486
H 1.09537 -1.56560 -0.71705 -0.3 0.1 0.0 0.428
H -0.25282 2.00663 -1.08866 -0.1 0.0 0.2 0.215
H -0.89232 2.04888 0.48606 0.0 0.1 -0.3 0.226
H -3.11522 0.17697 -1.14925 0.1 0.8 1.1 0.413
H 0.04719 -0.15102 1.83034 -0.1 -0.1 0.1 0.287
H -0.69574 -1.61393 0.99265 0.1 0.1 0.3 0.329
H 1.98722 1.10924 0.33071 0.1 -0.2 0.0 0.331
H 2.77930 -0.22905 1.14523 0.1 -0.1 0.0 0.282
H 2.96922 -0.01838 -0.61765 0.0 -0.1 0.1 0.309
```
Forces are in eV/Å.

Results
LUMO (alpha / beta)   0.49 / 0.49 eV
HOMO energy (alpha / beta)   -7.7 / -7.7 eV
ΔE to the lowest compared entry with this formula, charge and spin   96.3 kcal per mole
M   115.13 Da
HOMO-LUMO gap (alpha / beta)   0.301 / 0.301 Eh



(7)
ORCA calculation (ωB97M-V/def2-TZVPD) on one molecule with the formula C5H9NO2 in a non-equilibrium geometry.

XYZ file:
```
17
Properties=species:S:1:pos:R:3:forces:R:3:mulliken_charge:R:1
C -2.58034 -1.01892 0.24658 1.9 -0.1 -1.1 -1.302
C -1.25141 -0.22488 0.41870 -0.8 -0.5 0.8 0.313
C -0.83620 0.71658 -0.59971 -0.7 1.0 -0.4 -0.387
C -0.06719 -0.62284 -0.39644 0.7 0.4 -0.6 -0.421
C 1.30685 -0.36370 0.17411 0.1 0.8 -0.8 0.476
H -2.30529 -2.10641 0.18887 -0.7 0.8 0.6 0.295
H -3.05390 -0.78137 -0.73134 0.4 0.0 0.5 0.298
H -3.26300 -0.71099 1.01271 -0.4 -0.4 0.5 0.369
H -0.84837 0.01003 1.37646 -0.6 0.2 1.1 0.477
H -1.57476 0.85156 -1.38459 0.5 -0.5 -0.4 0.314
H 0.30152 1.97958 0.40644 -0.5 -0.3 -0.6 0.380
H -0.29582 -1.47231 -1.01038 0.6 -0.1 -0.7 0.405
H 2.30516 -1.56131 -1.13675 -0.4 -1.4 -1.2 0.212
H 3.25054 -0.92504 0.05909 0.0 0.4 0.0 0.267
N 2.41620 -0.83299 -0.50277 -0.3 0.5 1.4 -0.446
O -0.32981 1.99203 -0.35164 0.8 -0.4 0.6 -0.569
O 1.47234 0.46169 1.06157 -0.3 -0.4 0.4 -0.681
```
Forces are in eV/Å.

Results
LUMO   0.89 eV
HOMO energy   -9.4 eV
Structure (SMILES)   C[C@@H]1[C@@H](O)[C@H]1C(N)=O
ΔE to the lowest compared entry with this formula, charge and spin   31.1 kcal per mole
M   115.13 Da
HOMO-LUMO gap   0.378 Eh



(8)
ORCA calculation (ωB97M-V/def2-TZVPD) on a 2-piece molecular cluster, C5H9NO3 overall in a non-equilibrium geometry.

XYZ file:
```
18
Properties=species:S:1:pos:R:3:forces:R:3:mulliken_charge:R:1
C -1.83867 -1.35605 -0.89349 0.4 0.4 -1.3 0.297
C 2.48718 -0.33991 0.31038 -1.0 1.3 -2.1 -0.062
C 2.03821 1.00790 0.68971 0.7 -2.4 0.9 0.321
C 1.96162 2.30687 0.78271 -1.6 0.1 1.3 -0.715
C -1.87946 -0.02542 -0.67014 -1.2 -2.2 -1.3 -0.061
N -1.38924 0.70892 0.37186 3.2 -0.6 1.7 -0.408
O -1.03317 -2.24866 -0.25726 0.1 1.9 2.6 -0.527
O -2.36583 -1.85289 -2.04741 -0.4 -0.2 -0.8 -0.523
O 1.47557 -0.14689 1.26321 -1.1 1.5 1.3 -0.477
H 1.98764 -0.56893 -0.63844 0.9 -0.8 0.0 0.192
H 3.36368 -0.86278 0.63721 0.5 0.1 0.0 0.270
H -2.54056 -2.81275 -2.12132 0.4 0.8 0.9 0.333
H 2.57909 2.89137 0.15111 0.4 0.6 -0.3 0.247
H 1.20448 2.77073 1.48800 1.1 -0.5 -1.1 0.206
H -2.52549 0.48239 -1.36923 0.0 0.3 0.0 0.298
H -0.59455 0.39463 1.02980 -2.1 0.7 -1.7 0.140
H -0.85460 -1.66157 0.56214 0.2 -2.0 -1.2 0.306
H -2.07591 1.31306 0.71116 -0.6 1.0 1.2 0.163
```
Forces are in eV/Å.

Results
LUMO   0.79 eV
HOMO energy   -7.0 eV
Structure (SMILES)   NC=C(O)O.C=C1CO1
ΔE to the lowest compared entry with this formula, charge and spin   123.7 kcal per mole
M   131.13 Da
HOMO-LUMO gap   0.287 Eh